# 1
DFT (ωB97M-V/def2-TZVPD) results for an isolated molecule of C4H8O.

The geometry in XYZ format:
```
13
Properties=species:S:1:pos:R:3:forces:R:3:lowdin_charge:R:1
C -0.122 0.544 0.836 1.9 -0.4 -0.5 -0.220
H -0.140 -0.988 -1.715 -0.1 0.3 -0.8 0.062
H 0.429 -0.940 2.303 0.5 -0.4 -2.2 0.076
H -1.142 0.472 -2.547 1.4 -1.2 1.8 0.115
H 2.004 -0.569 1.276 -4.0 -0.4 -0.7 0.147
H -1.199 0.324 1.046 1.0 0.6 -0.1 0.113
C 0.711 -0.753 1.178 2.3 -0.7 1.7 -0.142
H 0.523 -1.704 0.469 0.3 2.3 1.8 0.096
C -0.700 -0.051 -1.595 -2.0 0.2 1.0 -0.039
H -1.604 -0.398 -0.927 1.4 0.6 -1.5 0.096
H 0.334 1.417 1.364 -0.8 -0.8 0.1 0.119
O 0.775 1.792 -1.047 0.1 -0.5 0.5 0.068
C 0.132 0.853 -0.641 -2.0 0.4 -1.0 -0.490
```
Positions in Å, forces in eV/Å.

Results
* HOMO energy: -9.502 eV
* energy relative to the best compared isomer or geometry (same formula, charge and spin): 35.7 kcal/mol
* strongest force on any atom: 4.116 eV/A


# 2
DFT (ωB97M-V/def2-TZVPD) results for a cluster of 2 separate species, C4H8O in total.

The geometry in XYZ format:
```
13
Properties=species:S:1:pos:R:3:forces:R:3:lowdin_charge:R:1
C 0.024 1.106 0.195 -0.2 0.5 -0.2 -0.147
H 1.216 -2.270 0.106 -0.1 0.4 0.0 0.070
O -2.895 0.292 -0.927 0.6 1.5 0.0 0.048
H 1.066 -1.258 1.546 0.0 0.1 -0.2 0.067
C 0.114 -0.396 -0.239 -0.3 0.4 -0.1 -0.324
C -2.501 1.361 -0.973 -1.6 -1.5 -0.4 0.016
H -0.844 -0.894 -0.053 0.1 0.1 -0.1 0.077
H 2.213 -0.818 0.273 -0.2 0.0 0.0 0.067
C 1.214 -1.227 0.460 -0.1 0.3 0.0 -0.127
H 0.288 -0.445 -1.320 -0.1 0.0 0.1 0.097
H 0.966 1.601 -0.060 0.1 -0.1 0.2 0.061
H -0.073 1.126 1.300 -0.1 0.3 -0.6 0.076
H -0.787 1.820 -0.307 1.9 -2.0 1.3 0.019
```
Positions in Å, forces in eV/Å.

Results
* HOMO energy: -11.251 eV
* energy relative to the best compared isomer or geometry (same formula, charge and spin): 19.8 kcal/mol
* strongest force on any atom: 3.059 eV/A


# 3
DFT (ωB97M-V/def2-TZVPD) results for a structure of composition C4H8O2.

The geometry in XYZ format:
```
14
Properties=species:S:1:pos:R:3:forces:R:3:lowdin_charge:R:1
H 0.062 -0.154 2.156 0.0 0.0 -0.1 0.125
C 0.042 -0.675 1.185 -0.3 0.0 0.2 -0.118
H -0.591 -1.565 1.272 0.1 0.1 -0.1 0.122
H -0.206 1.930 1.043 -0.1 0.0 -0.1 0.098
H -1.711 0.510 -1.505 0.1 -0.1 0.0 0.085
H -1.601 -1.142 -0.878 0.1 0.1 0.0 0.082
H 1.904 1.000 0.216 -0.1 -0.1 0.0 0.125
O 1.361 -0.977 0.720 0.1 -0.1 0.0 -0.098
H 1.706 -0.116 -1.173 0.0 0.0 0.2 0.120
C -0.194 0.290 0.002 0.1 -0.3 -0.2 -0.507
H -0.381 -0.544 -2.005 -0.1 0.0 0.1 0.081
O -0.708 1.563 0.303 0.2 0.2 0.2 -0.002
C 1.335 0.142 -0.174 0.1 0.3 -0.3 -0.118
C -1.018 -0.262 -1.163 0.0 0.0 0.0 0.004
```
Positions in Å, forces in eV/Å.

Results
* HOMO energy: -9.910 eV
* energy relative to the best compared isomer or geometry (same formula, charge and spin): 45.8 kcal/mol
* strongest force on any atom: 0.418 eV/A


# 4
DFT (ωB97M-V/def2-TZVPD) results for an isolated molecule of C4H8O2.

The geometry in XYZ format:
```
14
Properties=species:S:1:pos:R:3:forces:R:3:lowdin_charge:R:1
C 0.510 -0.095 -0.783 -0.1 0.0 -0.2 -0.360
O 1.661 -0.369 -0.038 0.0 -0.1 0.1 -0.034
O 0.255 -2.466 -0.800 -0.2 0.4 -0.2 0.066
H -0.916 -1.329 -1.994 0.0 0.0 0.1 0.135
C -0.325 0.882 1.479 0.0 0.0 0.1 -0.092
H -0.582 1.763 -0.477 0.1 -0.2 0.0 0.103
H -1.564 0.344 -0.224 0.2 0.1 0.0 0.104
H 0.806 0.460 -1.684 0.0 -0.1 0.1 0.148
H -0.536 1.899 1.819 0.0 -0.2 0.0 0.071
C -0.566 0.763 -0.032 0.0 0.1 0.0 -0.178
H -0.956 0.200 2.056 0.1 0.0 -0.1 0.073
C -0.107 -1.399 -1.241 0.1 -0.2 0.1 -0.195
H 0.715 0.659 1.723 -0.1 0.1 0.0 0.067
H 1.605 -1.312 0.195 0.1 0.1 0.0 0.093
```
Positions in Å, forces in eV/Å.

Results
* HOMO energy: -10.371 eV
* energy relative to the best compared isomer or geometry (same formula, charge and spin): 29.3 kcal/mol
* strongest force on any atom: 0.462 eV/A


# 5
DFT (ωB97M-V/def2-TZVPD) results for an isolated molecule of C4H8O2.

The geometry in XYZ format:
```
14
Properties=species:S:1:pos:R:3:forces:R:3:lowdin_charge:R:1
H -0.145 -0.158 1.921 0.0 0.2 -0.3 0.141
H -0.704 1.991 0.871 0.0 -0.2 0.1 0.185
H 0.987 1.944 1.356 -0.2 -0.1 -0.2 0.139
H -1.771 -1.167 0.283 0.2 0.1 -0.1 0.117
O 0.691 1.741 -0.695 -0.1 -0.2 0.2 -0.180
H 0.087 -1.478 -1.877 0.0 0.1 0.3 0.123
O 1.366 -0.697 -0.386 -0.5 0.3 -0.2 -0.104
H -1.367 0.164 -0.864 0.1 -0.2 0.2 0.128
H 0.219 -2.395 -0.350 0.0 0.2 -0.1 0.118
C 0.327 1.539 0.553 0.2 -0.3 0.2 -0.466
C -0.174 0.199 0.885 -0.1 0.5 -0.3 0.071
H 1.278 0.271 -0.766 0.1 -0.4 0.2 0.076
C -0.962 -0.563 -0.147 0.0 0.1 0.0 -0.136
C 0.168 -1.389 -0.783 0.2 0.0 0.0 -0.213
```
Positions in Å, forces in eV/Å.

Results
* HOMO energy: -8.901 eV
* energy relative to the best compared isomer or geometry (same formula, charge and spin): 102.8 kcal/mol
* strongest force on any atom: 0.607 eV/A


# 6
DFT (ωB97M-V/def2-TZVPD) results for an isolated molecule of C4H8O2.

The geometry in XYZ format:
```
14
Properties=species:S:1:pos:R:3:forces:R:3:lowdin_charge:R:1
H 0.950 0.065 1.647 0.4 0.0 0.0 0.147
H -2.296 0.164 -1.202 -0.3 -0.2 -0.4 0.093
H 2.005 1.172 -0.659 0.2 -0.1 0.0 0.091
H -1.582 -0.806 0.824 0.0 0.2 -0.1 0.143
H -0.243 1.565 -0.718 0.1 -0.6 0.1 0.117
C 0.389 -1.152 -0.038 0.0 0.2 0.1 -0.062
C -0.981 -0.456 -0.027 0.0 0.4 0.4 -0.373
H 0.516 -2.050 0.584 -0.2 0.4 -0.1 0.112
C 0.940 0.165 0.557 0.2 -0.2 0.3 -0.409
H 0.747 -1.405 -1.047 -0.2 0.4 0.2 0.125
O -1.674 -0.570 -1.238 -0.4 0.2 0.0 -0.024
C -0.319 0.972 0.213 0.1 -0.3 0.0 -0.059
O 2.180 0.632 0.120 0.3 0.4 -0.1 -0.013
H -0.632 1.706 0.983 -0.2 -0.8 -0.2 0.112
```
Positions in Å, forces in eV/Å.

Results
* HOMO energy: -9.807 eV
* energy relative to the best compared isomer or geometry (same formula, charge and spin): 43.9 kcal/mol
* strongest force on any atom: 0.837 eV/A


# 7
DFT (ωB97M-V/def2-TZVPD) results for a structure of composition C4H8O2.

The geometry in XYZ format:
```
14
Properties=species:S:1:pos:R:3:forces:R:3:lowdin_charge:R:1
H -1.770 1.723 -0.239 0.1 -0.1 0.0 0.128
H 2.244 -1.006 0.075 0.0 0.1 0.0 0.099
C -0.132 0.210 -0.279 -0.1 0.2 0.0 -0.243
H 2.397 0.640 -0.610 0.0 -0.1 0.1 0.095
H -0.332 -1.036 -0.742 0.1 0.0 0.0 0.078
C -1.489 -1.397 -0.401 0.0 -0.1 0.1 -0.020
C -1.527 0.706 0.092 0.1 0.1 0.1 -0.188
H 2.786 0.345 1.109 -0.1 -0.1 -0.1 0.094
H -1.367 -1.533 0.698 0.0 0.0 -0.1 0.056
H -1.658 0.624 1.182 0.0 0.0 -0.1 0.132
C 2.128 0.064 0.285 0.3 -0.1 -0.1 -0.070
O -2.287 -0.259 -0.596 -0.1 0.0 -0.1 -0.193
H 0.205 0.564 -1.267 0.0 -0.1 0.1 0.155
O 0.803 0.354 0.693 -0.1 0.0 0.0 -0.123
```
Positions in Å, forces in eV/Å.

Results
* HOMO energy: -7.988 eV
* energy relative to the best compared isomer or geometry (same formula, charge and spin): 139.8 kcal/mol
* strongest force on any atom: 0.315 eV/A


# 8
DFT (ωB97M-V/def2-TZVPD) results for a cluster of 2 separate species, C4H8O2 in total.

The geometry in XYZ format:
```
14
Properties=species:S:1:pos:R:3:forces:R:3:lowdin_charge:R:1
H -2.036 -1.687 -0.694 0.1 0.1 0.1 0.107
H 0.294 -2.563 0.230 0.0 0.1 0.0 -0.010
C -1.125 0.002 -0.361 0.0 -0.9 -0.1 -0.176
H 0.969 0.121 -0.377 -0.1 0.0 0.1 0.117
H 2.045 2.243 0.714 0.0 -0.3 -0.1 0.054
H 1.138 3.809 0.628 -0.2 -0.2 -0.2 0.053
C 0.027 0.650 -0.269 -0.2 0.7 0.1 -0.103
H -0.846 2.649 -0.285 0.0 0.0 0.2 0.101
H -2.111 0.441 -0.273 0.1 0.3 0.0 0.124
H 1.774 -2.642 0.625 0.0 0.0 0.0 0.027
C 1.126 2.737 0.434 0.1 0.7 0.3 -0.010
C 0.056 2.100 -0.023 0.2 -0.4 -0.3 -0.198
O -1.141 -1.364 -0.549 0.0 0.1 -0.1 -0.022
O 0.941 -3.116 0.685 0.0 -0.1 0.0 -0.064
```
Positions in Å, forces in eV/Å.

Results
* HOMO energy: -8.650 eV
* energy relative to the best compared isomer or geometry (same formula, charge and spin): 44.6 kcal/mol
* strongest force on any atom: 0.898 eV/A